Record 1
{
  "formula": "C32H38BF4LiO12",
  "method": "wB97M-V/def2-TZVPD",
  "lumo_energy_ev": -0.7,
  "elements": ["Li", "B", "F", "F", "F", "F", "C", "O", "H", "H", "H", "H", "C", "O", "H", "H", "H", "H", "C", "C", "C", "C", "C", "C", "O", "O", "H", "H", "H", "H", "H", "H", "C", "C", "C", "C", "C", "C", "O", "O", "H", "H", "H", "H", "H", "H", "C", "C", "C", "C", "C", "C", "O", "O", "H", "H", "H", "H", "H", "H", "C", "C", "C", "C", "C", "C", "O", "O", "H", "H", "H", "H", "H", "H", "C", "C", "C", "C", "C", "C", "O", "O", "H", "H", "H", "H", "H", "H"],
  "positions_angstrom": [[-26.787, 9.955, 30.908], [-24.130, 9.382, 30.110], [-22.864, 9.206, 30.527], [-24.825, 8.201, 30.373], [-24.741, 10.377, 30.892], [-24.247, 9.795, 28.825], [-28.715, 8.333, 31.796], [-27.566, 8.125, 31.146], [-29.327, 8.881, 31.271], [-28.439, 8.857, 32.652], [-29.224, 7.379, 31.757], [-27.468, 7.212, 31.270], [-28.670, 11.052, 28.939], [-27.387, 10.628, 29.170], [-29.050, 10.677, 28.174], [-28.915, 12.167, 28.588], [-29.479, 10.965, 29.917], [-26.997, 10.084, 28.230], [-19.934, 11.904, 28.538], [-21.060, 11.072, 28.501], [-21.025, 9.949, 27.604], [-19.921, 9.794, 26.749], [-18.784, 10.658, 26.816], [-18.794, 11.715, 27.750], [-17.680, 12.332, 28.057], [-22.060, 9.120, 27.398], [-19.890, 12.680, 28.963], [-22.059, 11.205, 29.154], [-19.753, 8.988, 26.019], [-17.856, 10.412, 26.183], [-17.630, 12.707, 29.009], [-23.043, 9.293, 27.618], [-23.811, 15.418, 33.014], [-23.170, 14.212, 33.083], [-23.622, 13.228, 32.091], [-24.421, 13.527, 31.031], [-25.129, 14.830, 31.031], [-24.750, 15.754, 31.959], [-25.233, 17.041, 31.952], [-22.993, 12.023, 32.042], [-23.680, 16.289, 33.556], [-22.256, 13.933, 33.697], [-24.753, 12.973, 30.127], [-25.847, 15.134, 30.295], [-25.521, 17.262, 31.133], [-23.562, 11.495, 31.475], [-23.803, 7.636, 34.050], [-23.174, 8.869, 33.911], [-23.037, 9.791, 35.019], [-23.629, 9.418, 36.225], [-24.438, 8.249, 36.337], [-24.484, 7.388, 35.281], [-25.170, 6.218, 35.264], [-22.386, 10.986, 34.895], [-23.678, 6.989, 33.158], [-22.414, 8.918, 33.168], [-23.453, 10.279, 36.995], [-24.830, 8.166, 37.306], [-25.758, 5.923, 36.043], [-22.616, 11.146, 33.882], [-19.072, 9.291, 34.677], [-19.378, 9.997, 33.521], [-19.686, 9.220, 32.423], [-19.762, 7.847, 32.407], [-19.488, 7.155, 33.639], [-19.133, 7.950, 34.763], [-18.951, 7.394, 35.992], [-20.130, 9.876, 31.262], [-18.630, 9.795, 35.577], [-19.256, 11.184, 33.383], [-19.942, 7.508, 31.446], [-19.329, 5.946, 33.631], [-18.356, 7.771, 36.595], [-20.735, 9.382, 30.788], [-23.212, 3.380, 28.367], [-21.893, 3.234, 28.108], [-20.884, 4.261, 28.241], [-21.317, 5.527, 28.742], [-22.672, 5.775, 29.045], [-23.602, 4.784, 28.855], [-24.969, 5.005, 28.947], [-19.583, 4.001, 27.948], [-24.157, 2.623, 28.317], [-21.628, 2.339, 27.533], [-20.451, 6.165, 28.847], [-22.945, 6.797, 29.426], [-25.099, 5.822, 29.199], [-19.365, 3.023, 27.814]],
  "lowdin_charge": [0.74, -1.43, 0.21, 0.13, 0.08, 0.17, -0.15, -0.12, 0.02, 0.09, 0.12, 0.09, -0.21, -0.21, -0.02, 0.13, 0.16, 0.26, -0.02, 0.02, -0.34, -0.02, -0.01, -0.38, 0.04, 0.00, 0.00, 0.15, 0.11, 0.13, 0.17, 0.13, -0.01, 0.03, -0.31, -0.01, -0.01, -0.32, 0.07, 0.02, 0.09, 0.14, 0.12, 0.10, 0.04, 0.05, 0.01, -0.01, -0.34, -0.02, -0.03, -0.35, 0.00, -0.01, 0.13, 0.09, 0.15, 0.09, 0.15, 0.13, -0.06, -0.01, -0.33, -0.02, 0.03, -0.36, 0.04, 0.03, 0.14, 0.17, 0.09, 0.16, 0.07, 0.02, -0.01, -0.08, -0.31, -0.01, -0.03, -0.26, 0.06, 0.01, 0.16, 0.11, 0.11, 0.12, -0.02, 0.14]
}

Record 2
{
  "formula": "C7H14F2N2OS",
  "method": "wB97M-V/def2-TZVPD",
  "lumo_energy_ev": 0.5,
  "smiles": "C/C(F)=C(\\C)CF.[H]/N=C(/NO)SC",
  "elements": ["C", "C", "F", "C", "C", "C", "F", "H", "H", "H", "H", "H", "H", "H", "H", "H", "N", "C", "N", "O", "S", "C", "H", "H", "H", "H", "H"],
  "positions_angstrom": [[-0.741, -1.477, -0.666], [-2.125, -1.084, -0.275], [-2.908, -2.189, -0.130], [-2.660, 0.115, -0.055], [-1.919, 1.417, -0.176], [-4.100, 0.239, 0.356], [-4.737, 1.177, -0.454], [-0.094, -0.613, -0.797], [-0.308, -2.133, 0.097], [-0.769, -2.040, -1.605], [-1.910, 1.942, 0.788], [-2.432, 2.068, -0.891], [-0.884, 1.295, -0.504], [-4.629, -0.711, 0.270], [-4.177, 0.603, 1.389], [5.561, -0.948, -0.410], [4.719, -1.434, -0.107], [3.727, -0.646, -0.035], [2.561, -1.114, 0.593], [1.390, -0.874, -0.154], [3.748, 1.033, -0.610], [2.487, 1.854, 0.395], [2.662, -2.124, 0.699], [0.792, -0.472, 0.492], [2.747, 2.914, 0.410], [1.494, 1.732, -0.039], [2.506, 1.472, 1.418]],
  "lowdin_charge": [-0.02, -0.27, 0.04, -0.21, -0.03, -0.15, -0.05, 0.05, 0.10, 0.11, 0.09, 0.09, 0.06, 0.12, 0.13, 0.04, 0.08, -0.76, -0.04, -0.18, 0.90, -0.40, 0.13, 0.08, 0.04, 0.01, 0.05]
}

Record 3
{
  "formula": "C13H25EuN2O2",
  "method": "wB97M-V/def2-TZVPD",
  "multiplicity": 9,
  "lumo_energy_ev": [-8.8, -8.6],
  "charge": 2,
  "elements": ["C", "O", "C", "C", "C", "C", "N", "C", "C", "C", "C", "N", "O", "C", "C", "C", "C", "H", "H", "H", "H", "H", "H", "H", "H", "H", "H", "H", "H", "H", "H", "H", "H", "H", "H", "H", "H", "H", "H", "H", "H", "H", "Eu"],
  "positions_angstrom": [[0.905, -1.801, 3.283], [1.544, -1.510, 2.056], [1.781, -0.191, 1.745], [0.926, 0.312, 0.474], [1.362, 1.731, 0.160], [1.766, 2.558, 1.372], [1.026, 2.830, 2.346], [-0.567, 0.140, 0.789], [-1.565, 0.299, -0.408], [-2.266, 1.686, -0.309], [-2.708, -0.726, -0.237], [-0.901, 0.124, -1.708], [-0.619, 1.202, -2.331], [0.163, -0.894, -1.750], [0.796, -0.849, -3.148], [-0.379, -2.302, -1.563], [1.294, -0.621, -0.706], [0.247, -1.006, 3.592], [1.663, -1.984, 4.048], [0.333, -2.706, 3.137], [2.828, -0.123, 1.443], [1.604, 0.421, 2.618], [2.211, 1.728, -0.500], [0.595, 2.303, -0.334], [2.770, 2.956, 1.378], [0.087, 2.451, 2.191], [-0.733, -0.841, 1.201], [-0.908, 0.823, 1.554], [-1.561, 2.531, -0.122], [-2.976, 1.837, -1.150], [-2.875, 1.622, 0.573], [-3.031, -1.007, -1.228], [-2.380, -1.635, 0.239], [-3.564, -0.291, 0.243], [1.369, -1.750, -3.295], [0.009, -0.855, -3.884], [1.427, 0.009, -3.270], [0.367, -3.027, -1.824], [-0.758, -2.497, -0.571], [-1.194, -2.451, -2.257], [1.622, -1.587, -0.364], [2.134, -0.211, -1.235], [-1.845, 3.305, -2.246]],
  "mulliken_spin": [0.00, 0.00, 0.01, 0.00, -0.01, 0.00, 0.00, 0.02, 0.01, -0.02, 0.02, 0.52, 0.33, 0.03, 0.00, 0.00, 0.04, 0.00, 0.00, 0.00, 0.00, 0.00, -0.01, 0.01, 0.00, 0.00, 0.00, 0.00, 0.01, 0.01, -0.01, -0.01, 0.00, 0.00, 0.00, 0.00, 0.00, 0.00, 0.00, 0.00, 0.00, 0.00, 7.03]
}

Record 4
{
  "formula": "C2HF3O2",
  "method": "wB97M-V/def2-TZVPD",
  "lumo_energy_ev": [-0.2, -0.7],
  "elements": ["C", "C", "O", "O", "F", "F", "F", "H"],
  "positions_angstrom": [[-1.464, -0.174, 0.360], [0.902, 0.506, -0.224], [-1.469, -1.355, 0.397], [1.541, -0.585, 0.101], [-2.455, 0.607, 0.400], [0.901, 0.819, -1.548], [1.115, 1.549, 0.508], [0.928, -1.365, 0.007]],
  "lowdin_charge": [-0.35, -0.49, 0.09, 0.14, 0.16, 0.11, 0.18, 0.15]
}